No. 1
Molecular formula: C19H27F2N4OPSi
Method: DFT, ωB97M-V with the def2-TZVPD basis set

XYZ file:
```
55
Properties=species:S:1:pos:R:3
P 3.50424 -1.69069 1.35362
Si -2.63220 -1.53193 0.51006
F 1.71764 -3.07406 -0.77400
F 0.81668 -1.96507 -2.42610
O 3.63917 1.78095 2.22080
N 5.31434 0.82241 -0.46524
N 4.42182 -1.32982 2.55161
N 4.31377 -2.06306 -2.61239
N 2.35594 3.19617 0.95010
C 2.44784 -0.85817 -1.22788
C 4.32697 0.31304 -0.18967
C 0.90348 3.33494 0.88498
C -4.86661 1.60171 -2.16102
C -3.54462 -0.26904 -0.53932
C -4.05614 -0.62599 -1.78761
C 3.05290 -0.34373 0.13047
C 1.25610 -1.84775 -1.13839
C -3.71303 -2.95640 1.03607
C -1.97022 -0.64864 2.03012
C 3.02026 3.57922 -0.29431
C 2.77772 1.91718 1.40731
C -4.36958 1.97911 -0.92466
C 2.08874 0.69739 0.80275
C 0.09395 -1.45076 -0.25421
C -4.71086 0.29328 -2.59026
C -1.20480 -2.19150 -0.55738
C 3.49645 -1.51659 -2.02234
C -3.71759 1.05224 -0.12561
H 3.01466 4.66520 -0.38467
H 0.49297 3.03484 -0.08786
H 1.56011 0.20120 1.61954
H 4.05793 3.25747 -0.27847
H -5.09398 -0.01068 -3.55427
H -1.08694 -3.26712 -0.42595
H -0.06635 -0.38016 -0.37107
H -1.34402 -1.29281 2.64609
H 0.62910 4.36801 1.08388
H 3.99773 -2.69173 0.50504
H 2.50480 3.17571 -1.17574
H -4.54416 -2.63363 1.66178
H -2.80297 -0.28669 2.63335
H -3.34907 1.38074 0.83789
H 1.33738 0.99849 0.08006
H -5.37514 2.32406 -2.78367
H 2.07663 -0.01607 -1.81303
H -1.48677 -2.00773 -1.59377
H -3.10526 -3.63927 1.63489
H -1.39058 0.22564 1.72592
H 2.24351 -2.17721 1.74081
H 4.69315 -0.35518 2.61546
H 0.43512 2.71228 1.64739
H -4.48184 2.99542 -0.57327
H -3.95092 -1.64081 -2.15383
H -4.10072 -3.52551 0.19230
H 0.37328 -1.61886 0.78371
```

Calculated values
Kohn-Sham gap: 9.26 eV


No. 2
Molecular formula: C8H10IrN2O
Method: DFT, ωB97M-V with the def2-TZVPD basis set

XYZ file:
```
22
Properties=species:S:1:pos:R:3
Ir -0.11655 0.06964 0.16819
O -0.04941 -0.01884 4.58597
N -1.58838 -0.89718 0.49276
N 0.30506 0.07063 2.23736
C 0.10953 0.02973 3.40386
C -0.10000 -2.30395 0.19961
C 0.92675 -1.68848 -0.60481
C 1.28555 1.51687 -0.95333
C 0.54420 0.74178 -1.89284
C -0.97022 1.90049 -0.56978
C 0.36181 2.22623 -0.12760
C -0.84884 0.95627 -1.66136
H 1.96022 -1.74127 -0.24612
H 0.86990 -1.90001 -1.68106
H -0.89729 -2.85145 -0.31900
H -1.66685 0.54354 -2.24933
H 0.16662 -2.69964 1.19145
H 0.61581 2.97438 0.61779
H -2.33200 -1.01915 1.23723
H 2.36424 1.63469 -0.94790
H -1.90061 2.30790 -0.18144
H 0.96045 0.14782 -2.69965
```

Calculated values
2S+1: 5
<S²>: 6.02
Charge: -1
Kohn-Sham gap (alpha / beta): 3.36 / 6.76 eV


No. 3
Molecular formula: C19H36AlBr3Cl5FLi2N4O16PS
Method: DFT, ωB97M-V with the def2-TZVPD basis set

XYZ file:
```
89
Properties=species:S:1:pos:R:3
Br 1.32108 -1.79090 6.86775
Br 1.81159 1.28166 7.52103
Br 3.86350 -0.90765 8.57142
Cl -4.22826 1.67443 5.84860
Cl -4.00113 0.67949 8.57104
Cl -0.91681 4.45183 7.07271
Cl -1.61821 1.30234 7.02134
Cl -3.23834 -0.97456 6.30257
S -4.48070 3.87877 3.34351
P -0.51011 5.30961 5.19787
Al 0.49739 0.42677 0.30247
F 3.63254 -6.20233 -10.35858
O -1.99976 1.65426 -1.96876
O 1.51648 6.33414 1.47411
O 3.50078 -5.30934 -7.03307
O -4.98388 5.01458 2.59110
O -3.74237 2.91385 2.48479
O -3.44986 4.36497 4.36174
O -1.98472 -3.05680 0.12824
O -0.87381 3.41411 1.69122
O -5.52720 3.19146 4.12358
O -1.76277 6.20791 4.95469
O 3.06956 -4.52451 -1.80503
O 4.92375 -3.56985 -7.02120
O 3.08858 -0.36905 -5.16179
O 4.62238 -4.79128 -8.89574
O -0.25613 5.53901 2.29010
O 1.97495 -1.90316 -8.06522
N 4.88250 -3.29244 -2.40949
N -0.34403 2.59605 4.34566
N 2.75090 -2.68140 -3.08248
N 0.48615 5.86089 1.15662
C -2.99678 -0.09313 -0.57489
C -1.70727 0.12472 0.18341
C -2.06585 3.06601 -1.90115
C -0.82941 3.94120 3.96872
C -0.20595 4.17921 2.61258
C -1.38088 -4.05137 -0.57489
C 4.39887 -4.46686 -7.59186
C -3.21198 0.99523 -1.64043
C 1.73039 -1.60342 -6.91276
C 2.03500 -0.53608 8.13715
C -0.78706 1.56991 3.35377
C 3.27406 -0.68666 -6.32967
C 2.99291 -6.15978 -8.07061
C -3.27384 0.67424 6.91221
C 4.10399 -6.09700 -9.09408
C -0.72706 2.04087 1.89739
C 3.53469 -3.56873 -2.39012
C -1.96208 1.35221 1.13820
C 0.14616 -3.97744 -0.31264
Li 3.07849 7.36457 2.26024
Li -6.33136 0.24221 9.47054
H 0.95071 -0.85015 -6.68591
H 2.06072 -5.74744 -8.45669
H 0.85732 3.88633 2.70287
H 5.48470 -3.92200 -1.91558
H 1.45972 -0.63116 9.04474
H -2.72174 1.11730 1.85581
H -2.77927 3.42882 -1.17078
H -1.08933 3.41715 -1.59517
H -1.57744 -0.77391 0.80405
H -1.93536 3.84552 3.78080
H 4.89938 -6.82859 -8.94643
H 1.65475 -2.38976 -6.13647
H -3.98671 1.67670 -1.32177
H -0.86553 0.22155 -0.54150
H 2.81148 -7.16392 -7.69916
H 5.28134 -2.51017 -2.89112
H -0.67217 2.38111 5.28897
H -3.00309 -1.06888 -1.03512
H 3.10791 -1.88103 -3.57664
H -1.67112 -5.10069 -0.33107
H -3.60620 0.50545 -2.52054
H -1.74549 1.18937 3.66221
H -2.37880 2.12883 0.52834
H 0.67531 2.61304 4.41031
H -2.50504 5.54766 4.76243
H -0.09662 0.73865 3.45094
H -3.83296 -0.07547 0.10353
H 3.40505 0.12223 -7.07412
H 0.54198 -3.00880 -0.64277
H -2.29599 3.51073 -2.85977
H 4.09244 -1.39289 -6.55509
H 0.30792 1.73165 1.48784
H 0.37461 -4.10760 0.74713
H 1.76347 -2.85845 -3.08549
H -1.49329 -4.02696 -1.68986
H 0.68826 -4.75695 -0.86079
```

Calculated values
Charge: +1
Kohn-Sham gap: 1.57 eV


No. 4
Molecular formula: CH7O3
Method: DFT, ωB97M-V with the def2-TZVPD basis set

XYZ file:
```
11
Properties=species:S:1:pos:R:3
O 0.16518 -0.12865 0.22085
O 2.56851 0.91068 -0.10766
O -0.79362 -0.25900 -2.10956
C -0.90846 -0.21158 1.07586
H -1.73313 -0.07854 -1.99699
H -1.64390 -0.98600 0.77464
H 3.17564 0.16870 -0.03874
H -1.49146 0.73668 1.16578
H -0.37587 -0.19566 -1.14681
H -0.63588 -0.45376 2.11030
H 1.67300 0.49713 0.05234
```

Calculated values
Charge: -1
Relative energy (zero: lowest compared OMol25 entry of this formula, charge and spin): 0.136 eV
Kohn-Sham gap: 8.20 eV


The following largest force on an atom values (in eV/Å) correspond, in order, to the records above: 1.08, 4.43, 6.31, 0.43.